Entry 1:
ORCA calculation (ωB97M-V with the def2-TZVPD basis set) on a cluster of 2 separate species, C6H8 in total in a non-equilibrium geometry.

Computed properties:
E (Ha): -233.1760
Total charge: 0
Maximum force (eV Å⁻¹): 5.78

Geometry (Å):
1 C -2.669 -0.637 0.226
2 C -1.537 -0.383 -0.132
3 C -0.044 2.185 0.035
4 C 0.681 1.017 -0.088
5 C 0.740 -1.406 0.504
6 C -0.133 -0.242 -0.032
7 H -3.692 -0.754 0.152
8 H 0.453 3.160 0.086
9 H -1.035 1.876 0.168
10 H 1.660 0.820 -0.302
11 H 1.620 -1.209 -0.085
12 H 0.985 -1.257 1.537
13 H 0.280 -2.420 0.241
14 H 0.097 -0.625 -1.904

Entry 2:
ORCA calculation (ωB97M-V with the def2-TZVPD basis set) on a cluster of 3 separate species, C5H7NO2 in total in a non-equilibrium geometry.

Computed properties:
E (Ha): -399.5477
Total charge: 0
Maximum force (eV Å⁻¹): 5.03

Geometry (Å):
1 C 1.972 -0.348 0.151
2 C 0.567 -0.433 -0.509
3 C -1.748 1.160 0.234
4 C -1.625 -0.094 -0.457
5 C -0.557 -0.924 0.412
6 H 1.871 0.849 1.058
7 H 2.633 0.087 -0.621
8 H 2.612 -1.490 1.083
9 H 0.395 -0.896 -1.495
10 H -2.409 1.554 1.153
11 H -1.166 0.272 -1.534
12 H -0.775 -0.987 1.498
13 N -0.544 1.764 0.095
14 O 0.394 1.139 -0.754
15 O -1.620 -1.653 -0.313

Entry 3:
ORCA calculation (ωB97M-V with the def2-TZVPD basis set) on a structure of composition C53H38N12O4Pb in a non-equilibrium geometry.

Computed properties:
E (Ha): -3192.9036
Total charge: +2
Maximum force (eV Å⁻¹): 3.50

Geometry (Å):
1 Pb -1.234 -1.160 -0.321
2 O -3.797 -3.915 2.042
3 C -3.011 -2.912 2.056
4 N -3.121 -1.727 1.412
5 C -4.435 -1.460 0.845
6 C -4.589 -2.082 -0.507
7 C -5.498 -3.109 -0.749
8 C -5.815 -3.511 -2.020
9 C -5.032 -2.966 -3.084
10 C -4.061 -2.036 -2.746
11 N -3.758 -1.655 -1.498
12 C -1.787 -3.032 2.854
13 C -1.674 -4.097 3.762
14 C -0.552 -4.194 4.587
15 C 0.472 -3.245 4.380
16 C 0.255 -2.217 3.481
17 N -0.833 -2.094 2.715
18 H -5.125 -1.968 1.514
19 H -4.626 -0.393 0.737
20 H -6.016 -3.555 0.108
21 H -6.659 -4.158 -2.177
22 H -5.155 -3.223 -4.145
23 H -3.445 -1.622 -3.539
24 H -2.439 -4.868 3.665
25 H -0.518 -4.898 5.394
26 H 1.351 -3.166 5.014
27 H 0.984 -1.404 3.372
28 C -4.447 13.573 -0.648
29 O -4.917 12.597 0.311
30 C -4.496 11.289 0.196
31 C -4.161 10.672 -1.025
32 C -3.783 9.351 -0.986
33 C -3.753 8.603 0.205
34 C -4.188 9.240 1.411
35 C -4.410 10.554 1.421
36 C -3.460 7.184 0.078
37 N -3.069 6.597 -1.074
38 C -2.811 5.270 -0.770
39 C -3.020 5.042 0.595
40 N -3.504 6.241 1.099
41 C -2.799 3.851 1.281
42 C -3.100 3.593 2.659
43 C -2.976 2.279 3.124
44 C -2.502 1.316 2.223
45 N -2.173 1.556 0.957
46 C -2.327 2.792 0.459
47 C -2.153 2.942 -1.026
48 N -1.833 1.850 -1.764
49 C -1.599 2.025 -3.078
50 C -1.726 3.249 -3.737
51 C -2.108 4.366 -2.976
52 C -2.362 4.222 -1.635
53 H -5.031 14.506 -0.442
54 H -4.626 13.343 -1.725
55 H -3.377 13.810 -0.554
56 H -4.133 11.239 -1.978
57 H -3.500 8.765 -1.876
58 H -4.212 8.638 2.356
59 H -4.567 11.084 2.367
60 H -3.661 6.482 2.043
61 H -3.497 4.391 3.297
62 H -3.220 2.069 4.178
63 H -2.317 0.291 2.533
64 H -1.322 1.104 -3.577
65 H -1.446 3.417 -4.813
66 H -2.150 5.379 -3.417
67 C 11.410 -8.092 -0.498
68 O 11.061 -6.702 -0.458
69 C 9.751 -6.365 -0.357
70 C 8.612 -7.239 -0.180
71 C 7.334 -6.657 -0.148
72 C 7.192 -5.276 -0.322
73 C 8.296 -4.437 -0.482
74 C 9.555 -4.931 -0.396
75 C 5.898 -4.699 -0.431
76 N 5.654 -3.347 -0.494
77 C 4.335 -3.170 -0.482
78 C 3.661 -4.401 -0.476
79 N 4.660 -5.374 -0.437
80 C 2.255 -4.510 -0.509
81 C 1.594 -5.758 -0.528
82 C 0.191 -5.781 -0.296
83 C -0.478 -4.563 -0.194
84 N 0.147 -3.389 -0.155
85 C 1.476 -3.311 -0.336
86 C 2.190 -2.052 -0.322
87 N 1.453 -0.889 -0.199
88 C 2.091 0.304 -0.114
89 C 3.479 0.436 -0.153
90 C 4.257 -0.734 -0.345
91 C 3.612 -1.947 -0.447
92 H 12.506 -8.145 -0.592
93 H 10.947 -8.518 -1.410
94 H 11.064 -8.660 0.382
95 H 8.748 -8.346 -0.162
96 H 6.459 -7.261 0.161
97 H 8.115 -3.409 -0.556
98 H 10.421 -4.306 -0.471
99 H 4.473 -6.339 -0.541
100 H 2.075 -6.691 -0.681
101 H -0.296 -6.759 -0.301
102 H -1.554 -4.598 -0.052
103 H 1.486 1.212 -0.021
104 H 4.005 1.414 -0.067
105 H 5.352 -0.690 -0.380
106 O 1.492 -2.521 -3.475
107 C 0.444 -2.051 -3.164
108 N -0.566 -1.559 -2.757

Entry 4:
ORCA calculation (ωB97M-V with the def2-TZVPD basis set) on a structure of composition C20H33Cl2N2O4Sr in a non-equilibrium geometry.

Computed properties:
E (Ha): -2143.3405
Total charge: -1
Maximum force (eV Å⁻¹): 8.01

Geometry (Å):
1 O 1.242 -1.512 0.325
2 C 2.393 -1.722 -0.253
3 C 3.530 -1.626 0.761
4 C 3.341 -0.967 1.961
5 H 2.363 -0.553 2.179
6 C 4.384 -0.847 2.876
7 H 4.224 -0.317 3.808
8 C 5.624 -1.406 2.595
9 H 6.439 -1.315 3.306
10 C 5.812 -2.088 1.398
11 H 6.774 -2.536 1.172
12 C 4.771 -2.195 0.484
13 H 4.918 -2.722 -0.452
14 H 2.415 -2.752 -0.652
15 C 1.752 -1.219 -2.634
16 C 2.584 -0.824 -1.468
17 H 2.149 -0.872 -3.585
18 H 0.729 -0.816 -2.524
19 H 1.653 -2.292 -2.659
20 C 3.413 0.292 -1.403
21 C 3.615 1.293 -2.485
22 H 3.953 0.440 -0.498
23 H 4.653 1.342 -2.799
24 H 3.331 2.292 -2.133
25 H 3.002 1.085 -3.360
26 Sr 0.001 -0.009 -0.011
27 Cl 0.824 1.413 1.743
28 Cl 1.238 1.162 -1.656
29 C -1.370 2.555 -0.519
30 O -1.657 1.387 -0.359
31 N -2.328 3.453 -0.634
32 C -3.696 3.080 -0.940
33 C -2.044 4.860 -0.457
34 H -0.345 2.908 -0.623
35 H -3.770 1.995 -0.951
36 H -3.991 3.477 -1.917
37 H -4.374 3.485 -0.183
38 H -1.029 4.982 -0.073
39 H -2.743 5.306 0.257
40 H -2.127 5.397 -1.406
41 H -3.322 -2.394 -3.544
42 H -3.166 -4.698 -2.078
43 C -2.237 -2.533 -3.525
44 C -2.091 -4.506 -2.037
45 N -1.822 -3.102 -2.257
46 H -1.749 -1.572 -3.670
47 C -1.154 -2.385 -1.372
48 O -1.003 -1.160 -1.513
49 H -1.711 -4.786 -1.053
50 H -0.723 -2.932 -0.529
51 H -1.949 -3.194 -4.346
52 H -1.598 -5.113 -2.802
53 C -3.265 -0.135 2.631
54 C -2.150 0.815 2.337
55 C -2.034 2.117 3.060
56 O -1.383 0.474 1.546
57 H -3.928 0.249 3.425
58 H -2.847 -1.107 2.961
59 H -3.868 -0.298 1.717
60 H -1.075 2.166 3.611
61 H -2.074 2.957 2.338
62 H -2.850 2.249 3.789

Entry 5:
ORCA calculation (ωB97M-V with the def2-TZVPD basis set) on the molecule C4H10S in a non-equilibrium geometry.

Computed properties:
E (Ha): -556.5259
Total charge: 0
Maximum force (eV Å⁻¹): 4.05

Geometry (Å):
1 C -0.488 -1.702 1.276
2 C 0.583 -0.972 0.458
3 C 0.144 0.541 0.270
4 C 0.480 1.321 -1.066
5 S -0.843 1.834 -2.355
6 H -0.845 -1.373 2.268
7 H -0.244 -2.773 1.305
8 H -1.490 -1.942 0.604
9 H 1.490 -1.045 1.036
10 H 0.397 -1.442 -0.512
11 H -0.966 0.443 0.220
12 H 0.445 1.177 1.144
13 H 1.162 2.209 -0.868
14 H 1.020 0.654 -1.847
15 H -0.847 3.070 -1.933

Entry 6:
ORCA calculation (ωB97M-V with the def2-TZVPD basis set) on a cluster of 2 separate species, C9H14O in total in a non-equilibrium geometry.

Computed properties:
E (Ha): -426.5603
Total charge: 0
Maximum force (eV Å⁻¹): 1.39

Geometry (Å):
1 C -3.413 -2.743 0.636
2 C -2.271 -1.791 0.464
3 C -2.251 -0.854 -0.566
4 C -1.173 0.020 -0.637
5 C -0.103 -0.060 0.235
6 O 0.994 0.748 0.108
7 C -0.129 -0.993 1.268
8 C -1.221 -1.835 1.376
9 H -3.119 -3.775 0.368
10 H -4.277 -2.557 0.001
11 H -3.704 -2.858 1.681
12 H -3.003 -0.885 -1.340
13 H -1.113 0.770 -1.428
14 H 1.018 1.105 -0.782
15 H 0.728 -1.046 1.926
16 H -1.290 -2.576 2.166
17 C 3.248 2.548 -0.899
18 C 4.480 3.387 -1.309
19 H 2.925 1.898 -1.712
20 H 3.519 1.930 -0.050
21 H 2.480 3.216 -0.541
22 H 5.385 3.121 -0.761
23 H 4.699 3.304 -2.375
24 H 4.339 4.451 -1.118

Entry 7:
ORCA calculation (ωB97M-V with the def2-TZVPD basis set) on the molecule C4H4O2.

Computed properties:
E (Ha): -305.1501
Total charge: 0
Maximum force (eV Å⁻¹): 0.70

Geometry (Å):
1 O 2.560 0.737 0.517
2 C 1.947 -0.006 -0.222
3 C 0.496 0.165 -0.337
4 C -0.484 -0.662 -0.760
5 C -1.561 -0.009 -0.218
6 O -2.042 -0.294 0.969
7 H 2.440 -0.823 -0.777
8 H 0.224 1.090 0.188
9 H -2.007 0.888 -0.647
10 H -1.573 -1.088 1.287

Entry 8:
ORCA calculation (ωB97M-V with the def2-TZVPD basis set) on a cluster of 8 separate species, C6H25NO7 in total in a non-equilibrium geometry.

Computed properties:
E (Ha): -825.0016
Total charge: 0
Maximum force (eV Å⁻¹): 1.22

Geometry (Å):
1 C -2.966 0.297 1.251
2 C -1.970 1.165 1.108
3 N -1.174 1.195 -0.043
4 C -1.058 2.504 -0.696
5 C -0.499 2.427 -2.078
6 C 0.169 1.384 -2.563
7 C 0.706 1.229 -3.944
8 H -3.262 -0.324 0.415
9 H -3.524 0.167 2.171
10 H -1.654 1.862 1.869
11 H -1.354 0.448 -0.689
12 H -2.037 2.973 -0.722
13 H -0.522 3.162 -0.014
14 H -0.693 3.253 -2.739
15 H 0.478 0.651 -1.841
16 H 1.676 0.742 -3.895
17 H 0.057 0.574 -4.545
18 H 0.786 2.107 -4.590
19 O 1.275 -1.738 -1.823
20 H 1.175 -0.776 -1.851
21 H 1.932 -1.832 -1.099
22 O 2.869 -2.693 0.476
23 H 2.259 -2.381 1.177
24 H 3.532 -1.999 0.400
25 O -1.199 -2.363 -0.576
26 H -0.379 -2.106 -1.057
27 H -1.282 -3.317 -0.630
28 O -2.182 -2.510 2.497
29 H -2.326 -1.559 2.481
30 H -2.335 -2.864 1.614
31 O 1.623 0.439 1.112
32 H 0.818 0.942 0.919
33 H 1.459 -0.464 1.401
34 O 0.715 -2.176 2.061
35 H -0.108 -1.690 1.929
36 H 0.498 -3.021 2.461
37 O 2.145 3.160 1.954
38 H 2.479 2.461 2.528
39 H 2.292 2.771 1.084

Which value of maximum force does entry 8 give?
1.22 eV Å⁻¹

Which of these has the highest E?
C6H8

Among the records above, which one has the lowest E?
C53H38N12O4Pb

Among the records above, which one has the highest maximum force?
C20H33Cl2N2O4Sr